Below is one molecule with the formula C22H28N2O5S, with properties calculated with the ωB97M-V functional and the def2-TZVPD basis.

Bonds (Å) are listed after each position.
Positions of all 58 atoms, in Å:
1 S -1.588 -0.316 -1.121  O5 1.431, O15 1.438, C43 1.783, N45 1.685
2 H 4.434 3.584 -3.157  C26 1.087
3 C 2.838 -0.151 -1.578  C6 1.535, H20 1.096, H27 1.091, N35 1.445
4 H -0.240 1.811 -0.201  C7 1.078
5 O -2.550 0.702 -0.829  S1 1.431
6 C 2.337 1.180 -2.155  C3 1.535, O25 1.428, C29 1.539, H32 1.096
7 C -0.301 1.590 0.853  H4 1.078, C23 1.393, C24 1.378
8 H 1.365 2.526 6.961  C13 1.087
9 C 3.317 3.103 -1.336  H16 1.101, O25 1.410, C26 1.527, H55 1.091
10 C 0.082 3.204 5.372  C13 1.527, H30 1.094, O39 1.413, H42 1.097
11 H -0.917 -2.511 -2.855  C37 1.078
12 H -2.113 -4.629 -3.365  C51 1.080
13 C 1.385 2.590 5.876  H8 1.087, C10 1.527, H22 1.087, H47 1.087
14 H -0.548 -2.767 0.022  C31 1.094
15 O -0.602 -0.037 -2.130  S1 1.438
16 H 4.256 2.760 -0.874  C9 1.101
17 C -3.640 -2.092 -0.902  C21 1.384, H41 1.078, C43 1.381
18 C 1.134 -1.703 -0.776  C31 1.536, N35 1.346, O48 1.214
19 H 0.491 -2.020 1.259  C31 1.093
20 H 3.824 -0.012 -1.121  C3 1.096
21 C -4.305 -3.273 -1.182  C17 1.384, H36 1.080, C54 1.391
22 H 2.225 3.211 5.574  C13 1.087
23 C -0.600 0.295 1.270  C7 1.393, C38 1.389, N45 1.411
24 C -0.088 2.584 1.783  C7 1.378, H28 1.078, C40 1.397
25 O 2.288 2.163 -1.120  C6 1.428, C9 1.410
26 C 3.468 3.188 -2.853  H2 1.087, C9 1.527, C29 1.529, H58 1.090
27 H 2.894 -0.910 -2.360  C3 1.091
28 H 0.141 3.589 1.469  C24 1.078
29 C 3.261 1.728 -3.257  C6 1.539, C26 1.529, H33 1.087, H34 1.091
30 H -0.027 4.217 5.771  C10 1.094
31 C 0.031 -1.874 0.278  H14 1.094, C18 1.536, H19 1.093, N45 1.447
32 H 1.309 1.032 -2.505  C6 1.096
33 H 2.816 1.625 -4.243  C29 1.087
34 H 4.211 1.192 -3.246  C29 1.091
35 N 1.917 -0.627 -0.572  C3 1.445, C18 1.346, H53 1.012
36 H -5.253 -3.480 -0.708  C21 1.080
37 C -1.870 -2.738 -2.403  H11 1.078, C43 1.382, C51 1.383
38 C -0.671 0.024 2.631  C23 1.389, H49 1.080, C56 1.384
39 O 0.068 3.380 3.970  C10 1.413, C40 1.361
40 C -0.151 2.314 3.152  C24 1.397, O39 1.361, C56 1.391
41 H -4.043 -1.357 -0.224  C17 1.078
42 H -0.782 2.612 5.698  C10 1.097
43 C -2.429 -1.838 -1.515  S1 1.783, C17 1.381, C37 1.382
44 H -0.508 0.763 4.612  C56 1.079
45 N -0.858 -0.734 0.339  S1 1.685, C23 1.411, C31 1.447
46 H -4.939 -5.398 -3.380  C57 1.090
47 H 1.532 1.594 5.465  C13 1.087
48 O 1.311 -2.521 -1.655  C18 1.214
49 H -0.911 -0.975 2.963  C38 1.080
50 H -5.274 -5.665 -1.669  C57 1.087
51 C -2.542 -3.916 -2.676  H12 1.080, C37 1.383, C54 1.392
52 H -3.797 -6.310 -2.402  C57 1.088
53 H 1.611 0.085 0.078  N35 1.012
54 C -3.764 -4.197 -2.070  C21 1.391, C51 1.392, C57 1.497
55 H 3.014 4.040 -0.867  C9 1.091
56 C -0.441 1.017 3.566  C38 1.384, C40 1.391, H44 1.079
57 C -4.486 -5.469 -2.391  H46 1.090, H50 1.087, H52 1.088, C54 1.497
58 H 2.677 3.813 -3.266  C26 1.090

Computed properties:
Gap between HOMO and LUMO in eV: 8.8
LUMO level in eV: 0.71
Relative energy (zero: lowest compared OMol25 entry of this formula, charge and spin) in kcal per mole: 66.3
Strongest force on any atom in eV/A: 0.96